{"formula": "C36H69NO16S5", "method": "ωB97M-V/def2-TZVPD", "species": ["N", "H", "H", "H", "H", "C", "C", "C", "O", "H", "H", "H", "H", "H", "H", "H", "O", "S", "O", "O", "C", "C", "C", "H", "H", "H", "H", "H", "H", "H", "H", "O", "S", "O", "O", "C", "C", "C", "H", "H", "H", "H", "H", "H", "H", "H", "O", "S", "O", "O", "C", "C", "C", "H", "H", "H", "H", "H", "H", "H", "H", "O", "S", "O", "O", "C", "C", "C", "H", "H", "H", "H", "H", "H", "H", "H", "O", "S", "O", "O", "C", "C", "C", "H", "H", "H", "H", "H", "H", "H", "H", "C", "C", "C", "C", "C", "C", "H", "H", "H", "H", "H", "H", "C", "C", "C", "C", "C", "C", "H", "H", "H", "H", "H", "H", "C", "C", "C", "C", "C", "C", "H", "H", "H", "H", "H", "H"], "xyz": [[3.347, 2.108, 1.843], [2.401, 1.754, 1.511], [3.583, 1.895, 2.807], [3.393, 3.113, 1.586], [4.060, 1.570, 1.300], [-1.262, 1.388, 0.733], [-0.035, 0.504, 0.842], [-0.139, -0.623, -0.215], [1.152, 1.177, 0.645], [-1.306, 2.241, 1.420], [-2.200, 0.842, 0.882], [-1.265, 1.802, -0.285], [-0.081, 0.014, 1.843], [0.857, -1.040, -0.368], [-0.405, -0.132, -1.156], [-0.872, -1.405, 0.002], [5.611, 1.106, -2.922], [4.281, 1.547, -3.209], [3.865, 2.244, -4.385], [3.388, 0.173, -3.190], [2.038, 0.299, -3.630], [1.861, -0.583, -4.880], [3.599, 2.365, -1.754], [1.646, 1.296, -3.852], [1.329, -0.043, -2.868], [2.202, -1.594, -4.664], [2.501, -0.134, -5.641], [0.836, -0.645, -5.244], [4.128, 1.867, -0.944], [2.524, 2.208, -1.749], [3.926, 3.402, -1.730], [2.838, 4.801, 1.499], [1.594, 5.416, 1.902], [1.565, 6.643, 2.624], [0.682, 5.595, 0.602], [0.647, 4.488, -0.352], [-0.071, 5.038, -1.574], [0.601, 4.229, 2.823], [0.111, 3.641, 0.069], [1.686, 4.236, -0.553], [-0.387, 4.227, -2.224], [0.634, 5.683, -2.103], [-0.877, 5.704, -1.273], [0.089, 3.527, 2.173], [-0.148, 4.772, 3.388], [1.279, 3.678, 3.473], [-0.879, -5.487, -5.944], [-0.185, -4.274, -6.268], [-0.868, -3.214, -6.938], [0.471, -3.629, -4.945], [1.046, -4.504, -3.977], [0.754, -3.993, -2.568], [1.271, -4.672, -7.244], [2.127, -4.579, -4.111], [0.548, -5.475, -3.983], [-0.284, -4.217, -2.312], [1.058, -2.990, -2.286], [1.280, -4.698, -1.908], [1.778, -5.390, -6.597], [1.807, -3.740, -7.371], [0.931, -5.151, -8.153], [5.382, 0.643, 0.702], [5.771, -0.743, 0.752], [6.964, -1.167, 1.403], [4.577, -1.557, 1.409], [3.209, -1.243, 1.099], [2.476, -2.534, 0.791], [5.720, -1.416, -0.906], [3.160, -0.598, 0.214], [2.697, -0.643, 1.855], [3.152, -3.200, 0.266], [1.590, -2.294, 0.191], [1.954, -2.993, 1.633], [6.469, -0.981, -1.563], [4.729, -1.185, -1.291], [5.940, -2.479, -0.860], [-0.640, 2.857, 5.569], [0.060, 2.131, 6.583], [-0.464, 2.060, 7.909], [0.315, 0.606, 6.095], [0.424, 0.407, 4.671], [0.797, -1.018, 4.418], [1.778, 2.661, 6.654], [1.133, 1.118, 4.215], [-0.532, 0.667, 4.203], [-0.048, -1.683, 4.608], [1.659, -1.356, 4.997], [1.072, -1.187, 3.373], [2.056, 2.774, 7.698], [1.888, 3.624, 6.161], [2.393, 1.911, 6.170], [-5.129, -0.827, 0.626], [-6.514, -0.814, 0.770], [-7.279, -1.901, 0.369], [-6.698, -3.036, -0.186], [-5.314, -3.063, -0.353], [-4.579, -2.005, 0.150], [-4.575, 0.008, 1.027], [-7.044, 0.072, 1.102], [-8.339, -1.888, 0.598], [-7.372, -3.857, -0.393], [-4.850, -3.987, -0.670], [-3.504, -2.045, -0.008], [-3.652, -0.279, -4.435], [-2.503, -0.140, -5.207], [-1.311, -0.664, -4.729], [-1.318, -1.404, -3.554], [-2.460, -1.525, -2.774], [-3.649, -0.929, -3.218], [-4.597, 0.070, -4.843], [-2.535, 0.467, -6.101], [-0.399, -0.566, -5.306], [-0.460, -1.912, -3.126], [-2.522, -2.133, -1.883], [-4.549, -0.999, -2.620], [-5.187, -0.369, 5.225], [-4.997, 0.849, 5.861], [-3.995, 1.696, 5.399], [-3.299, 1.355, 4.260], [-3.429, 0.104, 3.662], [-4.381, -0.773, 4.163], [-5.905, -1.052, 5.664], [-5.665, 1.136, 6.662], [-3.889, 2.686, 5.827], [-2.552, 2.039, 3.872], [-2.780, -0.121, 2.826], [-4.509, -1.756, 3.730]], "forces_ev_per_angstrom": [[1.09, -0.22, -0.89], [-1.24, -0.65, -0.20], [-0.36, 0.44, 0.09], [0.03, -0.31, 0.63], [-0.36, 0.42, 0.21], [-0.47, 0.42, -0.46], [0.46, -0.70, 0.28], [-0.02, 0.77, -0.21], [0.55, 0.68, 0.42], [0.28, -0.20, 0.12], [0.10, -0.08, -0.14], [-0.18, -0.01, 0.11], [0.06, 0.04, -0.04], [-0.44, 0.24, -0.01], [-0.13, -0.18, -0.05], [0.02, 0.00, 0.03], [-0.22, 0.32, -0.43], [-1.67, -0.86, 0.71], [0.76, 0.30, -0.08], [0.72, 1.14, 0.48], [-2.15, -1.14, -0.85], [0.97, 0.57, 0.23], [1.11, -0.45, -0.39], [0.93, 0.27, -0.01], [0.59, -0.20, 0.43], [0.07, -0.05, -0.03], [-0.04, -0.27, -0.22], [1.54, 0.12, 0.29], [-0.40, -0.17, 0.16], [-0.03, 0.12, 0.21], [-0.26, 0.12, -0.32], [0.07, 0.35, 0.13], [-1.92, -0.79, -0.21], [0.42, -0.02, -0.41], [0.58, 0.21, 0.77], [-0.27, 0.47, -0.23], [0.97, 0.46, 0.18], [0.43, 0.12, -0.12], [0.19, -0.07, 0.19], [-0.12, -0.29, -0.13], [-0.21, 0.05, -0.04], [-0.09, -0.13, -0.23], [-0.35, -0.39, 0.01], [0.31, -0.06, -0.24], [0.15, 0.15, 0.14], [-0.11, 0.08, 0.16], [0.35, 0.27, 0.24], [0.07, 0.18, -0.86], [0.11, 0.00, 0.48], [-0.37, -0.20, -0.88], [-0.27, 0.17, 1.40], [0.08, -1.33, 0.49], [-0.76, -0.20, 1.44], [-0.07, -0.07, -0.38], [0.32, -0.10, -0.59], [-0.15, 0.64, -0.17], [0.00, 0.13, -0.31], [0.23, 0.26, -0.02], [0.43, 0.04, -0.37], [0.20, -0.06, -0.23], [0.02, 0.10, -0.18], [0.32, 0.21, 0.02], [-0.23, -1.35, -0.94], [-0.32, 0.39, 0.11], [0.62, 0.15, 0.69], [-0.80, 0.22, -1.01], [-0.96, 0.32, 0.13], [0.16, 0.27, 0.19], [0.16, -0.05, 0.03], [0.46, -0.20, 0.35], [-0.16, -0.33, 0.02], [0.76, -0.29, -0.24], [0.85, -0.26, 0.38], [-0.02, 0.45, 0.25], [0.01, -0.18, -0.17], [-0.30, -0.08, 0.28], [0.13, -0.02, -0.19], [0.65, -0.78, 0.27], [0.17, -0.12, -0.38], [-0.47, 0.81, 0.27], [-0.29, 0.61, -0.67], [0.17, -0.81, -0.28], [-0.26, 0.38, 0.01], [0.17, -0.18, 0.36], [0.05, -0.20, 0.17], [0.08, 0.05, 0.21], [-0.13, 0.17, 0.20], [-0.14, 0.31, -0.02], [-0.03, -0.16, 0.04], [-0.12, -0.01, -0.05], [0.03, -0.02, 0.01], [-1.22, -0.57, 0.59], [-0.22, 0.39, -0.54], [0.01, -0.12, 0.35], [-0.24, 0.50, 0.31], [-1.01, -0.47, 0.95], [1.53, 0.43, -1.07], [0.36, -0.05, -0.30], [0.22, -0.04, 0.29], [-0.04, 0.01, -0.28], [0.35, -0.21, -0.31], [0.23, 0.18, -0.29], [0.02, -0.03, 0.36], [-0.58, 0.15, -0.57], [0.03, 0.31, 0.71], [-0.42, -0.28, -0.26], [0.14, -0.28, 1.02], [-1.15, 0.42, -0.80], [0.60, -0.38, 0.21], [0.11, 0.21, 0.17], [0.04, -0.24, -0.17], [-1.55, 0.04, 0.09], [0.20, 0.35, -0.64], [0.45, 0.04, 0.11], [-0.03, -0.07, -0.07], [0.18, -0.40, 0.50], [0.13, -0.06, -0.40], [-1.04, 0.45, -0.11], [0.99, -0.18, -0.14], [-0.22, 0.44, 0.32], [-0.04, 0.01, -0.01], [-0.11, -0.03, -0.31], [0.19, 0.02, 0.14], [0.23, -0.09, 0.11], [-0.06, 0.05, 0.01], [-0.14, -0.27, -0.05], [-0.03, 0.00, -0.04]], "mulliken_charge": [0.4135, 0.0885, 0.4657, 0.5538, 0.0695, -0.9171, 1.9134, -0.1230, -0.6013, 0.0493, -0.2346, 0.3542, -1.3531, -1.1892, 0.0558, 0.4452, -0.6314, 1.1794, -0.6237, -0.2829, 0.4159, -1.0346, -0.4225, 0.5874, -0.3705, 0.1542, 0.4334, -0.0129, -0.0486, 0.0524, 0.5738, -0.8064, 1.1838, -0.6460, -0.4302, 1.0298, -1.5499, 0.0641, -0.3860, 0.0967, 0.3926, 0.3935, 0.3765, -0.5035, 0.5104, -0.0322, -0.6447, 1.2382, -0.6058, -0.0791, -0.5057, -1.0003, -0.9636, 0.3089, 0.4981, 0.3731, -0.0564, 0.4932, 0.3323, 0.2758, 0.4127, -0.8190, 1.1686, -0.6890, -0.5060, 1.1276, -0.5610, -0.4551, -0.0678, -0.3265, 0.3591, 0.1156, 0.2957, 0.3713, -0.1068, 0.3983, -0.5153, 1.2801, -0.6643, -0.4975, 1.2202, -1.1941, -0.9588, -0.1075, -0.2773, 0.3340, 0.4017, -0.0155, 0.3988, 0.3074, 0.2883, -0.1981, -0.7763, -0.4377, -0.4666, -0.5513, 0.1077, 0.5259, 0.3953, 0.3615, 0.3647, 0.4343, 0.2765, -0.5843, -1.2224, -0.1261, 0.9600, -0.3197, -0.3867, 0.3642, 0.4223, 0.3332, -0.0401, 0.2020, 0.3489, -0.4663, -0.5798, -0.4766, -0.0452, -0.0995, -0.8026, 0.3599, 0.3845, 0.4182, 0.2346, 0.6548, 0.3963], "homo_energy_ev": -8.251, "spin_multiplicity": 1, "homo_lumo_gap_ev": 8.057, "largest_force_ev_per_a": 2.58, "e_above_lowest_kj_mol": 0.0}